This record from OMol25 describes a structure of composition C6H5BrFPd. The level of theory is ωB97M-V/def2-TZVPD.

The frontier orbital gap (alpha / beta) is 9.1 / 4.6 eV. The value obtained for the molar mass is 282.4 Da. Its energy above the lowest of the compared OMol25 structures with the same formula, charge and spin is 63.56 kJ/mol. As for the charge: +1. For the highest occupied orbital energy (alpha / beta), the calculation gives -13.317 / -12.811 eV. The value obtained for the max |F| is 6.76 eV Å⁻¹. As for the multiplicity: 3.

Geometry as XYZ:
```
14
Properties=species:S:1:pos:R:3:mulliken_charge:R:1
Pd -2.0793 -2.9371 2.3020 0.397
Br -0.9708 -3.4092 0.5953 -0.375
F 1.0086 2.7794 -1.5388 -0.216
C 0.5733 1.6711 -0.8896 0.577
C -0.3134 1.7985 0.1572 -0.500
C -0.6045 0.6568 0.8325 -0.046
C -0.1205 -0.6639 0.4755 0.399
C 0.7675 -0.7475 -0.6093 -0.412
C 1.1267 0.4301 -1.2798 -0.494
H -0.7919 2.7521 0.3248 0.461
H -1.3055 0.7007 1.6529 0.333
H -0.3471 -1.6308 0.9000 0.041
H 1.2159 -1.7019 -0.8427 0.423
H 1.8409 0.3018 -2.0798 0.414
```